(1)
Here is a cluster of 3 separate species, C2H11N2O2 in total from the OMol25 dataset. Energies are from ωB97M-V/def2-TZVPD.

The geometry in XYZ format:
```
17
Properties=species:S:1:pos:R:3:mulliken_charge:R:1
C -0.076 0.807 -1.231 -0.051
C 0.834 1.363 -0.411 -0.373
N 0.905 0.983 0.996 -0.319
N -0.231 1.054 -2.541 -0.377
H -0.821 0.184 -0.770 0.262
H 1.414 2.221 -0.713 0.309
H 0.797 1.833 1.570 0.381
H 1.843 0.681 1.274 0.373
H 0.247 0.320 1.408 0.344
H 0.470 1.666 -2.929 0.207
H -0.669 0.431 -3.131 0.235
H -2.785 -1.720 -2.823 0.324
H -2.290 -2.813 -3.733 0.315
O -1.984 -2.049 -3.246 -0.632
H 1.499 -1.507 5.704 0.330
H 0.194 -2.150 5.282 0.329
O 0.651 -1.305 5.293 -0.656
```

Summary:
lowest unoccupied orbital energy: -0.126 hartree
HOMO: -0.4756 Eh
ΔE to the lowest compared entry with this formula, charge and spin: 1.906 eV
frontier orbital gap: 9.52 eV
net charge: +1



(2)
Here is a cluster of 2 separate species, C2H11N2Si in total from the OMol25 dataset. Energies are from ωB97M-V/def2-TZVPD.

The geometry in XYZ format:
```
16
Properties=species:S:1:pos:R:3:mulliken_charge:R:1
C 1.453 -2.598 0.411 -1.225
C 0.489 -1.539 0.733 0.447
N -1.593 1.511 -0.145 -0.766
N -0.053 -0.767 -0.189 -0.194
Si -0.462 2.775 -0.442 0.455
H 2.502 -2.694 0.567 0.354
H 1.460 -2.843 -0.587 0.348
H 1.145 -3.537 0.863 0.343
H 0.317 -1.186 1.742 0.385
H -2.181 1.081 -0.847 0.298
H -0.619 0.160 0.085 0.374
H -2.059 1.816 0.644 0.211
H -0.061 -1.017 -1.159 0.254
H -1.000 4.006 -0.116 -0.102
H -0.057 2.545 -1.834 -0.079
H 0.720 2.286 0.273 -0.103
```

Summary:
lowest unoccupied orbital energy: -0.172 hartree
HOMO: -0.5289 Eh
ΔE to the lowest compared entry with this formula, charge and spin: 0.376 eV
frontier orbital gap: 9.72 eV
net charge: +1



(3)
Here is a cluster of 2 separate species, C2H11N3 in total from the OMol25 dataset. Energies are from ωB97M-V/def2-TZVPD.

The geometry in XYZ format:
```
16
Properties=species:S:1:pos:R:3:mulliken_charge:R:1
N -3.350 -1.120 1.744 -0.605
C -2.090 -1.634 2.202 -0.372
N -0.952 -0.700 2.339 -0.606
H -3.714 -0.474 2.446 0.245
H -3.284 -0.503 0.955 0.231
H -2.193 -2.138 3.161 0.329
H -1.693 -2.428 1.570 0.349
H -0.784 -0.318 1.409 0.202
H -1.243 0.130 2.843 0.227
C 2.897 1.024 -3.121 -0.689
N 2.844 1.698 -1.802 -0.550
H 3.861 1.199 -3.612 0.250
H 2.155 1.421 -3.811 0.246
H 2.882 -0.051 -3.005 0.300
H 2.590 2.655 -1.992 0.226
H 2.075 1.240 -1.327 0.216
```

Summary:
lowest unoccupied orbital energy: 0.030 hartree
SMILES string: NCN.CN
HOMO: -0.3411 Eh
ΔE to the lowest compared entry with this formula, charge and spin: 0.552 eV
frontier orbital gap: 10.09 eV



(4)
Here is a cluster of 2 separate species, C2H11N4 in total from the OMol25 dataset. Energies are from ωB97M-V/def2-TZVPD.

The geometry in XYZ format:
```
17
Properties=species:S:1:pos:R:3:mulliken_charge:R:1
C -0.280 -1.560 1.998 -0.172
C 0.928 -0.060 -1.812 -0.999
N 0.502 0.928 1.223 -0.685
N -1.598 0.939 -0.037 -0.715
N -0.928 -0.868 1.141 0.018
N -0.529 0.295 0.568 0.568
H -0.660 -2.514 2.323 0.288
H 1.444 -0.302 -2.735 0.322
H 0.649 -1.177 2.394 0.342
H 1.420 -0.580 -0.999 0.234
H 0.975 1.014 -1.679 0.241
H -0.097 -0.389 -1.914 0.219
H 1.240 1.209 0.583 0.249
H 0.214 1.713 1.804 0.238
H -1.369 1.257 -0.973 0.257
H -1.991 1.705 0.507 0.246
H -1.818 -1.185 0.739 0.350
```

Summary:
lowest unoccupied orbital energy: -0.163 hartree
HOMO: -0.5369 Eh
ΔE to the lowest compared entry with this formula, charge and spin: 4.664 eV
frontier orbital gap: 10.18 eV
net charge: +1



(5)
Here is a structure of composition C2H11N4O5Y from the OMol25 dataset. Energies are from ωB97M-V/def2-TZVPD.

The geometry in XYZ format:
```
23
Properties=species:S:1:pos:R:3:mulliken_charge:R:1
Y 2.080 -4.107 1.987 1.534
O 4.191 -3.335 -1.201 -0.760
H 3.626 -2.714 -1.702 0.251
O -0.391 -4.296 4.935 -0.732
H -0.083 -3.489 5.392 0.238
O 0.247 -0.721 1.186 -0.751
H -0.520 -0.120 1.113 0.219
C 3.027 3.431 2.588 0.627
O 3.488 4.420 3.072 -0.658
N 2.054 2.774 3.080 -0.361
N 3.382 2.997 1.430 -0.388
H 1.788 1.957 2.549 0.163
H 1.980 2.955 4.071 0.238
H 3.888 3.567 0.767 0.235
H 2.821 2.272 1.006 0.143
C -4.043 -1.170 -3.534 0.646
O -4.349 -2.092 -2.801 -0.655
N -3.042 -0.402 -3.301 -0.394
N -4.699 -0.700 -4.571 -0.396
H -2.842 0.478 -3.754 0.184
H -2.654 -0.556 -2.382 0.227
H -5.535 -1.226 -4.781 0.217
H -4.414 0.077 -5.149 0.173
```

Summary:
lowest unoccupied orbital energy: -0.182 hartree
HOMO: -0.3230 Eh
frontier orbital gap: 3.85 eV



(6)
Here is a cluster of 2 separate species, C2H11N5 in total from the OMol25 dataset. Energies are from ωB97M-V/def2-TZVPD.

The geometry in XYZ format:
```
18
Properties=species:S:1:pos:R:3:mulliken_charge:R:1
C 0.844 0.611 -0.288 0.094
C -1.588 0.474 0.706 -0.977
N 1.258 -0.395 0.523 0.003
N 0.348 -1.458 0.806 -0.583
N 0.601 0.317 -1.598 -0.479
N 1.129 1.906 0.041 -0.478
N 0.150 -2.252 -0.387 -0.493
H 1.707 -0.091 1.374 0.340
H -0.598 -0.776 0.840 0.174
H 0.512 -0.687 -1.747 0.404
H -0.129 0.866 -2.029 0.282
H 1.118 2.580 -0.708 0.241
H 0.742 2.234 0.913 0.240
H -0.856 -2.291 -0.547 0.249
H 0.459 -3.196 -0.184 0.231
H -1.391 1.190 1.515 0.182
H -1.808 1.040 -0.206 0.211
H -2.501 -0.071 0.974 0.359
```

Summary:
lowest unoccupied orbital energy: 0.030 hartree
HOMO: -0.2503 Eh
ΔE to the lowest compared entry with this formula, charge and spin: 4.436 eV
frontier orbital gap: 7.62 eV



(7)
Here is a cluster of 3 separate species, C2H11NO2 in total from the OMol25 dataset. Energies are from ωB97M-V/def2-TZVPD.

The geometry in XYZ format:
```
16
Properties=species:S:1:pos:R:3:mulliken_charge:R:1
C -0.957 2.071 -1.809 -0.987
N -0.456 1.755 -0.509 -0.432
C 1.010 1.869 -0.406 -1.248
H -0.983 3.119 -1.934 0.309
H -0.455 1.642 -2.669 0.257
H -1.914 1.607 -1.539 0.387
H -0.736 0.754 -0.385 0.391
H 1.390 1.288 -1.190 0.343
H 1.274 1.378 0.601 0.408
H 1.388 2.962 -0.502 0.258
H -1.470 -4.390 2.529 0.517
H -2.391 -5.266 3.494 0.396
O -1.829 -5.252 2.654 -1.092
H 1.782 -1.396 1.294 0.694
H 2.609 -1.125 -0.054 0.555
O 1.738 -1.014 0.424 -1.756
```

Summary:
lowest unoccupied orbital energy (alpha / beta): 0.134 / 0.136 hartree
HOMO (alpha / beta): 0.0355 / -0.2103 Eh
ΔE to the lowest compared entry with this formula, charge and spin: 1.216 eV
frontier orbital gap (alpha / beta): 2.67 / 9.41 eV
net charge: -1
spin multiplicity: 2
<S²>: 0.750



(8)
Here is a cluster of 3 separate species, C2H11NO2 in total from the OMol25 dataset. Energies are from ωB97M-V/def2-TZVPD.

The geometry in XYZ format:
```
16
Properties=species:S:1:pos:R:3:mulliken_charge:R:1
C 3.171 -1.548 0.390 -1.226
C 2.209 -0.428 0.857 -0.516
N 2.149 0.686 -0.056 -0.582
H 4.176 -1.135 0.521 0.273
H 3.147 -2.516 0.879 0.422
H 2.968 -1.713 -0.670 0.357
H 1.306 -0.930 1.210 0.372
H 2.649 -0.095 1.807 0.200
H 2.866 0.569 -0.764 0.279
H 1.330 0.717 -0.601 0.274
H -2.722 0.786 -3.516 0.586
H -2.799 1.043 -1.992 0.623
O -2.277 1.234 -2.788 -1.601
H -6.873 1.232 1.493 0.593
H -5.301 1.244 1.879 0.817
O -5.999 0.853 1.352 -1.871
```

Summary:
lowest unoccupied orbital energy (alpha / beta): 0.121 / 0.119 hartree
HOMO (alpha / beta): 0.0468 / -0.2503 Eh
ΔE to the lowest compared entry with this formula, charge and spin: 0.617 eV
frontier orbital gap (alpha / beta): 2.02 / 10.04 eV
net charge: -1
spin multiplicity: 2
<S²>: 0.750



(9)
Here is a cluster of 3 separate species, C2H11NO2S2 in total from the OMol25 dataset. Energies are from ωB97M-V/def2-TZVPD.

The geometry in XYZ format:
```
18
Properties=species:S:1:pos:R:3:mulliken_charge:R:1
N 0.267 -2.027 1.189 -0.656
C -0.328 -1.110 2.198 -0.465
C -0.997 0.098 1.624 -0.557
S -0.154 1.678 1.940 -0.095
S -0.619 3.160 0.659 -0.206
H 0.771 -1.563 0.451 0.254
H -0.526 -2.514 0.784 0.248
H -1.035 -1.660 2.901 0.272
H 0.538 -0.807 2.829 0.319
H -1.140 -0.161 0.582 0.354
H -2.036 0.206 1.956 0.396
H -1.837 3.473 1.056 0.131
O 0.682 0.346 -4.224 -0.675
H 1.199 -0.481 -4.185 0.344
H -0.193 0.011 -4.466 0.317
O 1.872 0.031 -1.643 -0.618
H 1.807 0.879 -1.135 0.311
H 1.730 0.441 -2.516 0.328
```

Summary:
lowest unoccupied orbital energy: 0.017 hartree
SMILES string: NCCSS.O.O
HOMO: -0.3253 Eh
ΔE to the lowest compared entry with this formula, charge and spin: 0.764 eV
frontier orbital gap: 9.33 eV



(10)
Here is a cluster of 4 separate species, C2H11NO4 in total from the OMol25 dataset. Energies are from ωB97M-V/def2-TZVPD.

The geometry in XYZ format:
```
18
Properties=species:S:1:pos:R:3:mulliken_charge:R:1
C 0.288 -0.317 0.980 -1.453
C 0.339 -1.489 0.015 0.354
N 0.912 -1.251 -1.176 -0.534
O -0.204 -2.543 0.332 -0.372
H 1.261 0.163 1.030 0.589
H 0.106 -0.831 1.957 0.255
H -0.581 0.315 0.712 0.208
H 0.693 -0.355 -1.595 0.312
H 1.415 -1.861 -1.740 0.264
H -0.753 3.326 -1.830 0.553
H -1.716 2.480 -1.128 0.445
O -0.972 2.346 -1.756 -1.258
H -0.679 -3.797 1.935 0.360
H -2.148 -4.363 1.637 0.296
O -1.284 -4.586 2.027 -0.660
H 1.483 4.967 -0.402 0.980
H 1.030 3.490 -0.298 0.262
O 0.810 4.306 -0.702 -1.603
```

Summary:
lowest unoccupied orbital energy (alpha / beta): 0.124 / 0.121 hartree
HOMO (alpha / beta): 0.0253 / -0.2645 Eh
ΔE to the lowest compared entry with this formula, charge and spin: 0.689 eV
frontier orbital gap (alpha / beta): 2.69 / 10.48 eV
net charge: -1
spin multiplicity: 2
<S²>: 0.750



(11)
Here is a cluster of 4 separate species, C2H11NO4 in total from the OMol25 dataset. Energies are from ωB97M-V/def2-TZVPD.

The geometry in XYZ format:
```
18
Properties=species:S:1:pos:R:3:mulliken_charge:R:1
C -2.096 -0.946 0.321 -0.986
N -0.702 -0.735 -0.026 0.077
C 0.220 -1.678 0.229 -0.019
O 1.434 -1.511 0.186 -0.585
H -2.217 -1.660 1.142 0.368
H -2.654 -1.240 -0.547 0.302
H -2.460 -0.101 0.868 0.350
H -0.388 0.076 -0.539 0.212
H -0.114 -2.684 0.471 0.342
O 0.788 0.718 -2.034 -0.714
H 1.588 0.364 -1.618 0.397
H 0.922 1.649 -2.216 0.302
O 3.078 0.755 -0.379 -0.682
H 3.757 0.074 -0.505 0.330
H 2.619 0.318 0.357 0.339
O -1.584 2.367 1.258 -0.648
H -1.383 2.262 2.198 0.324
H -0.809 1.972 0.834 0.293
```

Summary:
lowest unoccupied orbital energy: 0.022 hartree
SMILES string: CNC=O.O.O.O
HOMO: -0.3641 Eh
ΔE to the lowest compared entry with this formula, charge and spin: 1.070 eV
frontier orbital gap: 10.50 eV



(12)
Here is a cluster of 4 separate species, C2H11NO4 in total from the OMol25 dataset. Energies are from ωB97M-V/def2-TZVPD.

The geometry in XYZ format:
```
18
Properties=species:S:1:pos:R:3:mulliken_charge:R:1
O 1.041 2.322 0.367 -0.199
C 1.155 1.831 1.422 0.179
C 1.711 0.349 1.567 -0.134
N 0.669 -0.493 2.025 -0.221
H 0.855 2.306 2.374 0.389
H 2.574 0.371 2.238 0.305
H 2.008 0.023 0.573 0.047
H 0.072 -0.033 2.723 0.334
H 0.005 -0.833 1.316 0.272
H -1.977 -1.524 -1.498 0.305
H -0.671 -0.908 -0.976 0.290
O -1.394 -1.487 -0.731 -0.613
H -4.944 0.091 -1.284 0.324
H -3.876 -0.221 -2.290 0.291
O -4.767 -0.490 -2.036 -0.614
H 3.266 -0.220 -2.023 0.339
H 1.821 -0.384 -1.560 0.288
O 2.452 -0.701 -2.207 -0.584
```

Summary:
lowest unoccupied orbital energy (alpha / beta): -0.195 / -0.348 hartree
HOMO (alpha / beta): -0.5146 / -0.5146 Eh
ΔE to the lowest compared entry with this formula, charge and spin: 2.398 eV
frontier orbital gap (alpha / beta): 8.70 / 4.54 eV
net charge: +1
spin multiplicity: 2
<S²>: 0.761



no.,M (g/mol)
1,95.1
2,91.2
3,77.1
4,91.1
5,260.0
6,105.1
7,81.1
8,81.1
9,145.2
10,113.1
11,113.1
12,113.1